1.
Below is a 5-piece molecular cluster, C58H39F4NO9P overall at a distorted geometry, with properties calculated with ωB97M-V/def2-TZVPD.

```
112
Properties=species:S:1:pos:R:3:forces:R:3
N -1.742 -4.435 5.647 0.00 -0.27 -0.22
P -2.733 -3.489 6.839 -0.30 0.63 -0.79
O -3.682 -2.555 7.965 -0.07 -0.34 0.05
C -2.224 -4.690 8.295 0.76 0.92 -0.57
F -3.261 -5.458 8.673 -1.08 -0.96 0.15
F -1.895 -3.969 9.399 0.23 0.60 0.81
C -1.025 -5.580 8.068 -0.99 -0.89 0.26
F 0.051 -4.832 7.920 1.33 0.79 -0.34
F -0.802 -6.353 9.188 0.06 -0.30 0.46
H -2.359 -4.871 4.970 -0.12 -0.08 0.06
H -1.165 -3.810 5.095 0.12 0.11 0.12
H -3.876 -4.360 6.575 0.03 -0.14 0.04
H -3.152 -2.568 5.774 -0.05 -0.01 0.05
H -1.576 -2.661 7.111 -0.01 -0.12 0.27
H -4.369 -3.144 8.306 0.14 0.20 -0.02
H -1.142 -6.269 7.251 -0.04 -0.09 -0.48
C -5.713 -1.775 1.449 0.06 -0.03 0.05
C -5.079 -2.427 2.502 -0.08 0.05 -0.07
C -3.704 -2.585 2.495 0.00 -0.06 0.11
C -2.960 -2.095 1.428 -0.07 0.05 -0.09
C -3.596 -1.448 0.366 0.11 -0.04 0.00
C -4.975 -1.286 0.384 -0.16 0.01 0.04
C -2.813 -0.929 -0.786 -0.18 0.18 -0.09
O -3.355 -0.349 -1.707 0.05 -0.03 -0.01
C -1.335 -1.125 -0.778 -0.04 -0.05 0.12
C -0.590 -0.664 -1.853 0.19 0.06 -0.17
C 0.786 -0.807 -1.857 0.04 -0.03 0.01
C 1.426 -1.415 -0.781 -0.04 0.03 -0.02
C 0.688 -1.882 0.294 0.13 0.02 -0.05
C -0.694 -1.741 0.298 -0.10 0.04 -0.08
C -1.482 -2.250 1.454 -0.02 -0.11 0.31
O -0.937 -2.764 2.408 0.19 -0.06 -0.14
H -6.787 -1.645 1.463 -0.01 0.00 0.00
H -5.656 -2.806 3.334 0.03 0.01 0.04
H -3.206 -3.076 3.323 0.06 0.06 0.02
H -5.464 -0.774 -0.433 0.09 0.01 -0.06
H -1.091 -0.187 -2.685 -0.10 -0.01 0.05
H 1.366 -0.446 -2.697 0.02 -0.02 0.00
H 2.503 -1.524 -0.785 0.00 -0.01 -0.02
H 1.180 -2.353 1.134 -0.10 -0.03 0.05
C 4.512 7.550 -4.635 0.01 -0.01 0.05
C 4.950 7.439 -3.319 -0.02 0.00 -0.05
C 4.282 6.614 -2.432 0.13 0.09 0.01
C 3.166 5.902 -2.853 -0.07 -0.01 -0.11
C 2.716 6.027 -4.168 0.01 -0.03 0.12
C 3.399 6.847 -5.059 0.10 0.10 -0.06
C 1.499 5.303 -4.633 -0.12 -0.03 -0.22
O 1.116 5.408 -5.780 0.03 0.02 0.04
C 0.768 4.456 -3.652 0.10 0.05 0.08
C -0.396 3.811 -4.048 -0.12 -0.08 -0.01
C -1.082 3.010 -3.151 0.02 -0.01 0.03
C -0.605 2.843 -1.856 -0.08 -0.06 0.02
C 0.553 3.486 -1.452 -0.07 -0.06 0.04
C 1.240 4.299 -2.345 0.01 0.04 -0.11
C 2.468 5.005 -1.887 0.04 -0.07 0.25
O 2.894 4.860 -0.760 0.00 0.03 -0.05
H 5.041 8.190 -5.329 0.00 0.00 0.00
H 5.816 7.997 -2.987 0.01 0.00 0.00
H 4.621 6.520 -1.409 -0.08 -0.08 0.02
H 3.052 6.932 -6.079 -0.09 -0.06 0.02
H -0.762 3.940 -5.057 0.09 0.06 -0.03
H -1.992 2.510 -3.459 -0.01 -0.02 0.02
H -1.142 2.212 -1.159 -0.01 0.03 0.03
H 0.924 3.359 -0.445 0.06 0.07 -0.01
C 7.888 -3.907 -5.742 -0.02 0.03 0.04
C 7.509 -3.093 -4.680 0.01 -0.04 -0.05
C 6.173 -2.796 -4.473 0.12 0.03 0.07
C 5.210 -3.306 -5.334 -0.01 -0.07 -0.11
C 5.591 -4.109 -6.411 -0.09 0.07 0.07
C 6.932 -4.414 -6.606 0.15 0.00 0.01
C 4.579 -4.635 -7.370 0.06 -0.16 -0.19
O 4.911 -5.338 -8.302 -0.01 0.04 0.04
C 3.151 -4.269 -7.156 0.02 0.08 0.10
C 2.195 -4.707 -8.063 -0.13 -0.04 -0.08
C 0.862 -4.387 -7.870 -0.01 0.03 0.05
C 0.477 -3.633 -6.766 0.01 -0.03 -0.05
C 1.425 -3.190 -5.861 -0.14 0.02 0.00
C 2.766 -3.499 -6.056 0.07 -0.06 -0.08
C 3.775 -2.990 -5.088 -0.11 0.13 0.19
O 3.436 -2.333 -4.126 0.04 0.03 0.01
H 8.932 -4.144 -5.896 0.00 0.00 0.00
H 8.259 -2.691 -4.011 0.00 -0.01 0.01
H 5.873 -2.168 -3.646 -0.11 -0.02 -0.02
H 7.222 -5.044 -7.435 -0.10 0.00 -0.04
H 2.498 -5.297 -8.917 0.11 -0.01 0.04
H 0.119 -4.727 -8.579 0.00 0.00 0.00
H -0.567 -3.390 -6.613 0.00 0.00 0.00
H 1.131 -2.602 -5.003 0.10 0.01 0.03
C -0.776 -0.234 4.311 0.02 -0.04 0.03
C -0.857 0.021 5.673 0.03 -0.03 0.11
C -1.480 1.169 6.134 0.04 -0.06 -0.03
C -2.011 2.079 5.227 -0.05 0.02 -0.07
C -1.924 1.823 3.854 -0.08 0.15 0.04
C -1.318 0.660 3.406 0.08 -0.17 -0.09
C -2.462 2.782 2.858 0.08 -0.15 -0.21
O -2.393 2.562 1.662 0.00 0.04 0.02
C -3.084 4.041 3.358 -0.01 0.01 0.10
C -3.548 4.980 2.445 -0.07 0.13 -0.07
C -4.138 6.149 2.894 -0.01 0.01 0.05
C -4.272 6.383 4.259 0.01 -0.02 -0.05
C -3.807 5.453 5.172 -0.07 0.15 0.00
C -3.206 4.283 4.727 0.02 -0.06 -0.11
C -2.685 3.305 5.729 0.04 -0.08 0.26
O -2.809 3.520 6.917 0.01 0.05 -0.05
H -0.305 -1.141 3.957 -0.02 -0.01 0.03
H -0.449 -0.695 6.376 -0.07 -0.01 0.03
H -1.561 1.357 7.196 -0.06 0.06 -0.01
H -1.277 0.456 2.343 0.00 0.12 -0.03
H -3.444 4.791 1.386 0.04 -0.11 0.02
H -4.495 6.880 2.181 -0.01 0.00 0.00
H -4.739 7.294 4.608 0.00 0.00 0.00
H -3.907 5.630 6.234 0.06 -0.10 0.03
```
Forces are in eV/Å.

E_LUMO = -0.08 eV
Molar mass = 1000.914 g/mol
Total charge = -1
Max |F| = 1.58 eV/A

Here are the Mulliken charges for atoms 1 to 99, given in e:
1. N -0.69
2. P 0.87
3. O -0.65
4. C 0.51
5. F -0.34
6. F -0.33
7. C 0.14
8. F -0.26
9. F -0.33
10. H 0.28
11. H 0.17
12. H -0.14
13. H -0.21
14. H -0.56
15. H 0.30
16. H 0.30
17. C -0.43
18. C -0.69
19. C -0.63
20. C 0.27
21. C 0.55
22. C -0.77
23. C 0.74
24. O -0.73
25. C 0.21
26. C -0.91
27. C -0.46
28. C -0.90
29. C -0.57
30. C 0.37
31. C 0.43
32. O -0.65
33. H 0.39
34. H 0.47
35. H 0.65
36. H 0.48
37. H 0.56
38. H 0.58
39. H 0.48
40. H 0.54
41. C -0.45
42. C -0.47
43. C -0.53
44. C 0.24
45. C 0.15
46. C -0.57
47. C 0.62
48. O -0.68
49. C 0.30
50. C -0.64
51. C -0.70
52. C -0.62
53. C -0.84
54. C 0.37
55. C 0.41
56. O -0.66
57. H 0.40
58. H 0.39
59. H 0.48
60. H 0.47
61. H 0.47
62. H 0.52
63. H 0.77
64. H 0.57
65. C -0.46
66. C -0.51
67. C -0.54
68. C 0.20
69. C 0.18
70. C -0.59
71. C 0.57
72. O -0.68
73. C 0.47
74. C -0.71
75. C -0.40
76. C -0.65
77. C -0.62
78. C 0.13
79. C 0.45
80. O -0.67
81. H 0.40
82. H 0.41
83. H 0.49
84. H 0.47
85. H 0.47
86. H 0.39
87. H 0.43
88. H 0.78
89. C -0.42
90. C -0.45
91. C -0.82
92. C 0.50
93. C -0.18
94. C -0.14
95. C 0.55
96. O -0.71
97. C 0.12
98. C -0.50
99. C -0.56

2.
Below is C20H46OP4SSc as an isolated structure at a distorted geometry, with properties calculated with ωB97M-V/def2-TZVPD.

```
73
Properties=species:S:1:pos:R:3:forces:R:3
Sc 0.524 0.429 0.004 -0.95 -0.39 -0.56
P 2.079 2.035 1.198 1.23 1.21 1.17
P -1.292 0.778 2.029 -1.44 -0.21 1.34
P -1.029 2.455 -0.948 -0.65 0.52 -0.75
H 1.639 -1.625 -4.609 -0.29 -0.05 0.40
C 1.361 -0.598 -4.386 -0.97 0.18 -0.26
C 2.213 0.180 -3.480 4.01 0.78 -0.68
H 3.082 -0.370 -3.074 -0.48 0.48 0.04
C 3.355 1.037 2.051 0.10 -0.36 0.01
C 1.599 3.178 2.554 -0.48 0.01 0.06
C 3.071 3.133 0.161 0.26 0.14 -0.42
C -2.877 -0.162 1.889 0.03 -0.12 -0.31
C -0.777 0.126 3.677 0.48 -0.01 0.05
C -2.044 2.339 2.649 0.18 0.33 -0.15
C -0.794 2.975 -2.702 0.24 -0.07 -0.07
C -1.009 4.122 -0.210 0.17 0.07 0.14
C -2.850 2.136 -0.995 0.09 -0.16 -0.07
H 0.923 -0.124 -5.275 0.63 0.04 0.11
H 2.407 1.210 -3.786 -0.02 -0.08 0.47
H 3.999 0.545 1.312 -0.08 0.06 0.15
H 2.888 0.256 2.667 0.10 0.22 -0.12
H 3.980 1.669 2.697 -0.17 -0.12 -0.23
H 1.030 2.659 3.335 0.16 0.07 -0.14
H 0.978 3.997 2.170 0.11 -0.17 0.04
H 2.493 3.616 3.018 -0.14 -0.20 -0.24
H 3.417 2.597 -0.722 0.08 -0.01 -0.04
H 3.945 3.513 0.691 -0.02 -0.01 0.10
H 2.486 3.985 -0.184 -0.09 0.00 0.03
H -3.415 -0.065 2.848 0.19 -0.08 -0.43
H -2.681 -1.224 1.682 -0.20 0.39 0.05
H -3.496 0.256 1.081 0.14 -0.22 0.31
H -1.296 0.689 4.467 0.20 -0.29 -0.28
H 0.305 0.250 3.812 -0.24 -0.10 0.15
H -1.049 -0.934 3.773 0.12 0.31 -0.04
H -2.554 2.108 3.594 0.11 0.06 -0.32
H -2.786 2.746 1.956 0.18 -0.02 0.11
H -1.275 3.090 2.847 -0.18 -0.01 0.00
H -1.485 3.816 -2.890 0.32 -0.43 -0.10
H -0.998 2.153 -3.411 -0.03 0.60 0.28
H 0.240 3.327 -2.840 -0.31 -0.08 -0.09
H -1.566 4.794 -0.874 0.09 -0.04 0.22
H 0.023 4.478 -0.126 -0.18 0.06 0.00
H -1.475 4.124 0.776 0.13 0.06 -0.12
H -3.289 2.773 -1.781 0.04 -0.24 0.39
H -3.318 2.375 -0.028 0.11 -0.14 -0.43
H -3.037 1.078 -1.241 -0.08 0.38 0.08
C -0.537 -1.877 -2.728 -0.50 -1.25 0.20
C -1.925 -2.086 -2.707 0.57 0.51 -0.16
C -2.417 -3.373 -2.880 -0.44 -0.07 0.37
C -1.543 -4.447 -2.964 0.19 -0.74 -0.16
C -0.173 -4.256 -2.835 0.94 0.25 0.50
C 0.345 -2.962 -2.670 -0.38 0.19 -0.64
S 0.158 -0.251 -3.077 -2.00 -1.43 -0.18
H -0.743 0.167 -4.020 -0.57 0.00 0.69
H -2.556 -1.220 -2.564 -0.37 -0.10 -0.36
H -3.491 -3.569 -2.942 0.36 0.27 0.07
H -1.920 -5.468 -3.127 0.11 0.61 0.06
H 0.552 -5.087 -2.860 -0.65 0.37 0.00
H 1.414 -2.769 -2.606 -0.09 -0.29 -0.17
C 1.877 -3.862 0.509 0.51 -0.55 -0.18
P 0.823 -2.782 1.433 -0.14 0.91 -0.11
C -0.861 -3.352 1.343 -0.42 -0.38 0.10
C 1.358 -2.675 3.128 0.19 -0.22 0.35
O 0.895 -1.361 0.804 0.01 -0.36 -0.08
H 1.514 -4.897 0.555 0.13 0.20 0.04
H 2.893 -3.833 0.927 -0.21 -0.02 -0.14
H 1.919 -3.553 -0.543 -0.09 -0.05 0.37
H -0.893 -4.444 1.439 -0.03 0.20 0.05
H -1.466 -2.922 2.151 0.19 -0.10 -0.14
H -1.312 -3.081 0.380 0.20 -0.05 0.11
H 2.414 -2.376 3.165 -0.20 -0.13 -0.07
H 0.773 -1.940 3.693 0.09 -0.27 -0.27
H 1.254 -3.651 3.620 0.07 0.14 -0.07
```
Forces are in eV/Å.

E_LUMO (alpha / beta) = -8.71 / -9.44 eV
Relative energy (zero: lowest compared OMol25 entry of this formula, charge and spin) = 46.9 kcal per mole
Molar mass = 503.506 g/mol
Total charge = +3
Max |F| = 4.14 eV/A

Mulliken charges in e:
1. Sc -0.63
2. P 1.33
3. P 0.92
4. P 1.17
5. H 0.40
6. C -0.64
7. C -0.93
8. H 0.35
9. C -1.19
10. C -1.27
11. C -1.20
12. C -1.21
13. C -1.38
14. C -1.50
15. C -1.31
16. C -1.23
17. C -1.05
18. H 0.50
19. H 0.38
20. H 0.38
21. H 0.19
22. H 0.49
23. H 0.34
24. H 0.30
25. H 0.51
26. H 0.34
27. H 0.44
28. H 0.34
29. H 0.40
30. H 0.22
31. H 0.40
32. H 0.54
33. H 0.29
34. H 0.51
35. H 0.62
36. H 0.45
37. H 0.32
38. H 0.57
39. H 0.33
40. H 0.35
41. H 0.51
42. H 0.30
43. H 0.33
44. H 0.49
45. H 0.35
46. H 0.06
47. C 0.93
48. C -0.33
49. C -0.75
50. C -0.48
51. C -0.83
52. C -0.84
53. S 0.16
54. H 0.30
55. H 0.33
56. H 0.48
57. H 0.44
58. H 0.47
59. H 0.71
60. C -0.98
61. P 1.05
62. C -1.07
63. C -1.20
64. O -0.26
65. H 0.43
66. H 0.42
67. H 0.07
68. H 0.54
69. H 0.33
70. H 0.17
71. H 0.37
72. H 0.24
73. H 0.42